# 1
A structure of composition C8H6Cl2NRhS5Sb in a non-equilibrium geometry. Source: the OMol25 dataset; level of theory: the ωB97M-V functional and the def2-TZVPD basis.

Last column: Löwdin charge in e.
Atoms and positions in Å:
Rh: 1.41128 -1.06039 -1.10520  0.036
S: 2.74329 -3.63138 -1.62105  -0.225
Sb: 3.05629 -2.01078 -3.25421  0.340
S: 0.54292 -1.56046 -3.36210  -0.011
S: 3.44547 -0.15172 -1.68556  -0.157
S: -0.04641 0.38296 -3.81581  0.497
C: -0.53479 0.92311 -2.24706  -1.013
N: 0.04546 0.62908 -1.11844  -0.104
C: -0.59856 1.17943 -0.02302  -0.308
C: -0.18330 1.07999 1.30277  -0.021
C: -0.91931 1.72688 2.27376  -0.071
C: -2.05989 2.46619 1.94141  -0.080
C: -2.47043 2.58832 0.62834  -0.083
C: -1.72507 1.94124 -0.35098  -0.460
S: -1.95776 1.92004 -2.07399  1.067
H: 0.71366 0.52262 1.54036  0.075
H: -0.60799 1.66588 3.30820  0.107
H: -2.62683 2.95485 2.72291  0.106
H: -3.34816 3.16475 0.36730  0.111
Cl: -0.20832 -2.65805 0.19910  0.546
C: 1.02166 -3.08029 1.41953  -0.935
Cl: 2.29843 -1.85499 1.43158  0.537
H: 1.46291 -4.02636 1.13229  0.014
H: 0.54545 -3.11093 2.38986  0.032

## Properties
Gap between HOMO and LUMO (spin up / spin down), eV: 6.56 / 7.11
E_tot, eV: -98651.599
Expectation value of S²: 0.763
E_LUMO (spin up / spin down), eV: -0.871 / -0.496
2S+1: 2
Relative energy (zero: lowest compared OMol25 entry of this formula, charge and spin), eV: 0.810
Molecular weight, g/mol: 572.050
HOMO (spin up / spin down), eV: -7.43 / -7.61

# 2
A cluster of 2 separate species, C8H20Cl2FO2P in total. Source: the OMol25 dataset; level of theory: the ωB97M-V functional and the def2-TZVPD basis.

Last column: Löwdin charge in e.
Atoms and positions in Å:
C: 1.11206 1.77169 -3.20881  -0.072
C: -0.01647 1.93995 -2.21169  -0.297
O: -0.66679 0.69026 -2.06603  -0.164
C: -1.59963 0.64352 -1.01008  -0.219
C: -1.58751 -0.73110 -0.32933  -0.285
O: -0.32130 -1.31411 -0.16301  -0.438
P: 0.85434 -0.47070 0.78160  0.861
C: 2.13605 0.45099 1.83135  -0.392
C: 1.74419 0.73010 3.28590  -0.246
C: 0.56298 1.68496 3.44279  -0.224
F: 0.57665 2.66268 2.43897  -0.079
H: 1.45618 2.74517 -3.56212  0.075
H: 0.76967 1.18542 -4.06172  0.079
H: 1.95904 1.25095 -2.75842  0.068
H: 0.37278 2.27258 -1.23834  0.108
H: -0.73243 2.69962 -2.55456  0.121
H: -1.39815 1.44369 -0.28407  0.112
H: -2.61465 0.81098 -1.39633  0.127
H: -2.18625 -1.43377 -0.91405  0.092
H: -2.09278 -0.61442 0.64491  0.110
H: 1.40863 -1.72474 1.06643  0.038
H: 1.31223 0.15971 -0.38826  0.037
H: -0.20377 -0.01407 1.60497  0.037
H: 3.05715 -0.14192 1.82379  0.070
H: 2.36577 1.39802 1.33498  0.064
H: 1.48136 -0.20410 3.79868  0.110
H: 2.60582 1.13929 3.81925  0.103
H: -0.40065 1.17761 3.37367  0.095
H: 0.60458 2.20836 4.40031  0.113
C: -1.96949 -4.45333 -1.53739  -1.020
Cl: -2.43250 -5.40246 -0.11899  0.499
Cl: -3.37542 -3.89590 -2.45920  0.497
H: -1.41279 -3.58508 -1.20037  -0.003
H: -1.36888 -5.07984 -2.18484  0.024

## Properties
Gap between HOMO and LUMO, eV: 10.20
E_tot, eV: -49764.323
E_LUMO, eV: 0.839
Molecular weight, g/mol: 269.124
HOMO, eV: -9.37

# 3
An isolated molecule of C10H8N2 in a non-equilibrium geometry. Source: the OMol25 dataset; level of theory: the ωB97M-V functional and the def2-TZVPD basis.

Last column: Löwdin charge in e.
Atoms and positions in Å:
C: -3.09801 0.89133 0.39756  -0.124
C: -1.68158 1.00824 0.58257  -0.025
C: -0.81513 0.09781 0.01308  -0.186
C: -1.40341 -0.89664 -0.64907  -0.061
C: -2.75797 -1.10338 -0.56049  -0.159
C: 0.79710 0.18906 0.03963  -0.139
C: 1.41819 -0.96467 0.52334  -0.060
C: 2.76562 -1.01806 0.65262  -0.155
C: 3.10803 0.81588 -0.48925  -0.143
C: 1.67502 1.13448 -0.49457  -0.003
H: -3.81807 1.71191 0.51672  0.109
H: -1.22928 2.07551 0.95542  0.157
H: -0.80341 -1.60288 -1.12227  0.102
H: -3.39274 -1.84668 -1.07208  0.123
H: 0.80801 -1.77570 1.14107  0.164
H: 3.08546 -1.72938 1.27241  0.068
H: 3.94497 1.50641 -0.68900  0.113
H: 1.39956 2.15375 -0.86705  0.115
N: -3.56903 -0.29014 0.02671  0.038
N: 3.56665 -0.35686 -0.17735  0.066

## Properties
Gap between HOMO and LUMO, eV: 9.85
E_tot, eV: -13476.981
E_LUMO, eV: 0.398
Relative energy (zero: lowest compared OMol25 entry of this formula, charge and spin), eV: 2.701
Molecular weight, g/mol: 156.188
HOMO, eV: -9.46

Question: Among the records above, which one has the highest molecular weight?
Answer: C8H6Cl2NRhS5Sb

Question: Which of these has the highest E_tot?
Answer: C10H8N2

Repeat the third record exactly.
An isolated molecule of C10H8N2 in a non-equilibrium geometry. Source: the OMol25 dataset; level of theory: the ωB97M-V functional and the def2-TZVPD basis.

Last column: Löwdin charge in e.
Atoms and positions in Å:
C: -3.09801 0.89133 0.39756  -0.124
C: -1.68158 1.00824 0.58257  -0.025
C: -0.81513 0.09781 0.01308  -0.186
C: -1.40341 -0.89664 -0.64907  -0.061
C: -2.75797 -1.10338 -0.56049  -0.159
C: 0.79710 0.18906 0.03963  -0.139
C: 1.41819 -0.96467 0.52334  -0.060
C: 2.76562 -1.01806 0.65262  -0.155
C: 3.10803 0.81588 -0.48925  -0.143
C: 1.67502 1.13448 -0.49457  -0.003
H: -3.81807 1.71191 0.51672  0.109
H: -1.22928 2.07551 0.95542  0.157
H: -0.80341 -1.60288 -1.12227  0.102
H: -3.39274 -1.84668 -1.07208  0.123
H: 0.80801 -1.77570 1.14107  0.164
H: 3.08546 -1.72938 1.27241  0.068
H: 3.94497 1.50641 -0.68900  0.113
H: 1.39956 2.15375 -0.86705  0.115
N: -3.56903 -0.29014 0.02671  0.038
N: 3.56665 -0.35686 -0.17735  0.066

## Properties
Gap between HOMO and LUMO, eV: 9.85
E_tot, eV: -13476.981
E_LUMO, eV: 0.398
Relative energy (zero: lowest compared OMol25 entry of this formula, charge and spin), eV: 2.701
Molecular weight, g/mol: 156.188
HOMO, eV: -9.46

Question: What is the E_tot in the first record?
Answer: -98651.599 eV